Entry 1:
# C20H26GeHfN2O3Se

A molecular structure, C20H26GeHfN2O3Se at a distorted geometry (ωB97M-V/def2-TZVPD, the Open Molecules 2025 dataset).

**HOMO**: -14.100 eV
**LUMO**: -0.3077 Eh

```
! RIJCOSX wB97M-V def2-TZVPD def2/J DEFGRID3
* xyz 2 1
Hf -0.379 -0.579 -0.866
C -2.621 -4.886 2.087
O -2.267 -3.782 1.267
C -2.966 -3.570 0.133
C -4.003 -4.357 -0.359
C -4.681 -3.986 -1.517
C -4.319 -2.855 -2.209
C -3.233 -2.057 -1.781
C -2.910 -0.886 -2.529
N -1.873 -0.147 -2.242
N -1.656 1.048 -2.857
C -0.723 1.757 -2.284
O -0.113 1.273 -1.185
C -0.359 3.072 -2.753
C 0.527 3.855 -1.997
C 0.861 5.124 -2.420
C 0.330 5.622 -3.604
C -0.547 4.854 -4.359
C -0.898 3.587 -3.941
C -2.563 -2.419 -0.581
O -1.581 -1.670 -0.013
H -2.068 -4.749 3.015
H -2.321 -5.827 1.618
H -3.689 -4.895 2.301
H -4.296 -5.256 0.159
H -5.502 -4.596 -1.860
H -4.867 -2.558 -3.088
H -3.563 -0.568 -3.341
H 0.934 3.457 -1.078
H 1.539 5.725 -1.833
H 0.596 6.614 -3.934
H -0.948 5.244 -5.279
H -1.580 2.980 -4.512
C 4.714 -0.585 4.345
Ge 3.914 0.193 2.709
C 3.303 2.062 2.924
C 4.890 -0.016 0.998
C 2.224 -0.925 2.284
Se 1.362 0.114 0.862
C -0.302 0.574 1.818
H 5.635 -0.063 4.587
H 4.940 -1.639 4.211
H 4.031 -0.474 5.185
H 4.172 2.708 3.012
H 2.708 2.198 3.821
H 2.730 2.383 2.057
H 5.669 0.731 0.880
H 4.173 0.104 0.181
H 5.357 -0.993 0.918
H 1.532 -1.023 3.121
H 2.493 -1.920 1.927
H -0.038 1.128 2.723
H -0.836 -0.345 2.097
H -0.931 1.219 1.180
*
```

---

Entry 2:
# C20H26LiO12S

A molecular structure, C20H26LiO12S at a distorted geometry (ωB97M-V/def2-TZVPD, the Open Molecules 2025 dataset).

**HOMO**: -4.448 eV
**LUMO**: 0.0608 Eh

```
! RIJCOSX wB97M-V def2-TZVPD def2/J DEFGRID3
* xyz -1 1
Li 7.378 48.155 39.418
S 5.913 50.880 38.785
O 5.883 50.461 37.407
O 6.742 49.921 39.554
O 6.551 52.221 38.850
O 4.540 50.824 39.350
C 5.295 46.201 37.977
O 6.244 46.353 39.032
H 4.522 45.409 38.245
H 5.710 45.948 36.878
H 4.618 47.073 37.832
H 6.437 45.452 39.443
C 9.397 46.308 39.870
O 9.151 47.667 40.190
H 9.199 45.666 40.711
H 10.531 46.095 39.672
H 8.683 45.996 39.212
H 9.972 47.970 40.630
C 7.547 47.178 43.769
C 7.565 46.752 45.032
C 6.575 47.238 45.935
C 5.649 48.116 45.524
C 5.583 48.430 44.018
C 6.596 48.028 43.221
O 6.674 48.440 41.945
O 6.650 46.825 47.214
H 8.409 47.047 42.928
H 8.362 46.188 45.286
H 4.755 48.430 46.173
H 4.816 48.975 43.489
H 5.941 48.760 41.579
H 6.113 47.144 47.922
C 10.081 53.443 42.714
C 10.126 52.211 41.939
C 8.992 51.755 41.306
C 7.792 52.316 41.625
C 7.642 53.367 42.598
C 8.790 54.003 43.094
O 8.747 54.980 43.955
O 9.061 50.722 40.482
H 11.058 54.010 42.767
H 11.189 51.912 41.777
H 7.059 51.749 41.375
H 6.646 53.836 42.954
H 9.635 54.641 44.430
H 8.175 50.441 40.087
C 10.742 50.859 36.737
C 9.323 50.447 36.873
C 9.083 49.080 36.897
C 10.203 48.186 36.855
C 11.503 48.580 36.555
C 11.802 49.956 36.661
O 13.035 50.393 36.416
O 7.784 48.570 37.120
H 10.692 52.008 36.817
H 8.432 50.985 36.890
H 9.799 47.138 36.891
H 12.197 47.844 36.347
H 13.215 51.347 36.667
H 7.016 49.122 37.075
*
```

---

Entry 3:
# C20H27As2Cl3KO12S

A molecular structure, C20H27As2Cl3KO12S at a distorted geometry (ωB97M-V/def2-TZVPD, the Open Molecules 2025 dataset).

**HOMO**: -4.635 eV
**LUMO**: 0.0795 Eh

```
! RIJCOSX wB97M-V def2-TZVPD def2/J DEFGRID3
* xyz -1 1
K 1.857 0.510 1.404
C -0.225 -1.854 4.600
S 1.107 -0.702 4.032
C 1.161 0.257 5.581
O 0.379 0.131 3.054
H -1.094 -1.297 4.925
H 0.137 -2.499 5.391
H -0.472 -2.434 3.719
H 1.517 -0.408 6.359
H 0.172 0.639 5.798
H 1.862 1.072 5.440
Cl 2.264 3.391 1.642
C 3.759 2.724 2.254
Cl 4.485 1.765 0.993
Cl 4.841 4.026 2.692
C 3.345 1.831 3.511
O 3.224 2.442 4.556
O 3.158 0.642 3.228
C 3.142 -1.806 -1.489
C 2.700 -1.611 -0.079
O 1.476 -1.551 0.220
H 3.079 -2.874 -1.700
H 4.178 -1.496 -1.593
H 2.500 -1.300 -2.218
C -1.643 2.504 0.685
O -2.966 2.016 0.542
C -3.273 0.990 -0.284
O -4.441 0.704 -0.410
C -2.180 0.247 -0.952
C -2.197 0.066 -2.278
As -0.947 -1.116 -3.254
C -0.538 0.038 -4.809
C 0.434 -0.688 -1.967
C 0.297 -1.534 -0.749
As -1.046 -0.614 0.444
C -2.444 -1.988 0.747
C 0.018 -2.963 -1.000
O -0.045 -3.511 -2.080
O -0.176 -3.646 0.147
C -0.539 -5.001 -0.027
C 0.788 0.607 -1.671
O 1.147 1.027 -0.532
O 0.801 1.510 -2.722
C 1.483 2.715 -2.473
C -3.228 0.503 -3.222
O -3.838 -0.324 -3.865
O -3.440 1.808 -3.497
C -2.689 2.809 -2.848
H -1.708 3.592 0.718
H -0.999 2.205 -0.142
H -1.209 2.131 1.617
H -1.326 -0.107 -5.547
H 0.407 -0.299 -5.239
H -0.457 1.088 -4.560
H -2.720 -2.513 -0.169
H -3.327 -1.470 1.127
H -2.115 -2.702 1.502
H -0.917 -5.347 0.931
H 0.327 -5.590 -0.334
H -1.308 -5.085 -0.799
H 1.366 3.325 -3.368
H 2.543 2.519 -2.290
H 1.066 3.243 -1.610
H -2.742 3.692 -3.484
H -1.648 2.506 -2.723
H -3.123 3.055 -1.877
*
```

---

Entry 4:
# C20H27BN10SSbSe4Tc

A molecular structure, C20H27BN10SSbSe4Tc at a distorted geometry (ωB97M-V/def2-TZVPD, the Open Molecules 2025 dataset).

**HOMO (spin up / spin down)**: -15.357 / -15.362 eV
**LUMO (spin up / spin down)**: -0.4124 / -0.4124 Eh

```
! RIJCOSX wB97M-V def2-TZVPD def2/J DEFGRID3
* xyz 3 2
Tc 9.090 9.788 13.205
C 8.577 11.813 9.282
C 8.922 11.802 10.658
N 8.671 10.586 11.210
N 8.242 9.789 10.208
C 8.190 10.489 9.067
B 7.932 8.355 10.590
N 9.312 7.711 11.199
C 9.994 6.666 10.838
C 10.954 6.371 11.818
C 10.780 7.338 12.793
N 9.771 8.171 12.373
N 6.895 8.393 11.745
C 5.596 8.038 11.751
C 5.106 8.236 13.044
C 6.177 8.641 13.813
N 7.297 8.796 12.994
N 7.453 7.466 9.466
C 6.877 6.208 9.520
C 6.853 5.700 8.264
C 7.493 6.710 7.452
N 7.883 7.741 8.171
H 8.626 12.637 8.592
H 9.243 12.596 11.310
H 7.978 9.980 8.156
H 9.789 6.212 9.899
H 11.685 5.638 11.841
H 11.333 7.510 13.700
H 5.147 7.683 10.836
H 4.093 8.111 13.418
H 6.231 8.887 14.858
H 6.535 5.796 10.467
H 6.502 4.713 7.899
H 7.686 6.689 6.399
C 11.265 14.808 12.638
C 10.859 14.151 13.939
C 9.516 14.730 14.472
C 11.889 14.280 15.042
C 10.485 12.743 13.699
C 9.901 11.658 13.512
H 11.423 15.928 12.693
H 10.469 14.619 11.916
H 12.183 14.406 12.240
H 9.657 15.780 14.766
H 9.220 14.196 15.322
H 8.745 14.690 13.691
H 11.888 15.375 15.308
H 12.873 13.921 14.696
H 11.566 13.780 15.922
C 12.043 8.589 17.832
N 11.135 8.327 16.717
C 10.282 9.286 16.427
N 10.255 10.396 17.147
S 8.916 8.981 15.373
H 12.723 7.761 17.915
H 11.487 8.747 18.734
H 12.683 9.496 17.669
H 11.163 7.439 16.213
H 10.973 10.537 17.864
H 9.465 11.032 17.154
Se 12.454 10.277 11.315
Sb 17.277 10.185 12.372
Se 11.611 10.436 13.415
Se 17.990 8.771 10.671
Se 17.015 12.238 13.507
*
```

---

no.,energy (a.u.)
1,-5638.73472
2,-2086.27119
3,-8531.32597
4,-11674.73481